Entry from the Open Molecules 2025 dataset: the molecule C2H3Cl3Si at a distorted geometry (ωB97M-V with the def2-TZVPD basis set).

Bonds (Å) are listed after each position.
Atoms and positions in Å:
1 H 1.9986 -1.1371 -0.7411  Si7 1.523
2 H 2.2245 1.3392 -0.4514  Si7 1.489
3 Cl -0.9404 2.0505 -0.2254  C8 1.708
4 C -1.4808 -0.5495 -0.0088  Cl6 1.723, C8 1.451, Cl9 1.663
5 H 1.7290 -0.1278 1.3129  Si7 1.440
6 Cl -3.0904 0.0643 0.0099  C4 1.723
7 Si 1.4525 0.1215 -0.0786  H1 1.523, H2 1.489, H5 1.440, C8 1.902
8 C -0.4206 0.4414 0.0151  Cl3 1.708, C4 1.451, Si7 1.902
9 Cl -1.4725 -2.2026 0.1674  C4 1.663

Values from the calculation:
HOMO-LUMO gap = 9.21 eV
ΔE to the lowest compared entry with this formula, charge and spin = 125.06 kcal per mole
2S+1 = 1
Net charge = 0
Structure (SMILES) = [SiH3]C(Cl)=C(Cl)Cl
Total energy = -1748.006842 Eh
F_max = 0.1017 Eh/bohr



Entry from the Open Molecules 2025 dataset: the molecule C4H4N2OS at a distorted geometry (ωB97M-V with the def2-TZVPD basis set).

Bonds (Å) are listed after each position.
Atoms and positions in Å:
1 H 0.1900 -2.4479 1.3824  C4 1.091
2 C -2.0026 -0.9197 0.6192  H3 1.119, H5 1.070, C7 1.490, H11 1.115
3 H -2.1828 -1.8858 1.1545  C2 1.119
4 C 0.4054 -1.5287 0.8350  H1 1.091, N6 1.391, C7 1.340
5 H -2.5105 -0.9598 -0.3216  C2 1.070
6 N 1.7635 -1.2931 0.6471  C4 1.391, N12 1.236
7 C -0.5463 -0.6863 0.4104  C2 1.490, C4 1.340, C8 1.475
8 C -0.1001 0.5306 -0.2929  C7 1.475, O9 1.358, S10 1.627
9 O 1.2462 0.6466 -0.4252  C8 1.358, N12 1.417
10 S -1.0751 1.6835 -0.8992  C8 1.627
11 H -2.4737 -0.0892 1.1960  C2 1.115
12 N 2.1894 -0.2930 0.0598  N6 1.236, O9 1.417

Values from the calculation:
HOMO-LUMO gap = 8.16 eV
ΔE to the lowest compared entry with this formula, charge and spin = 66.28 kcal per mole
2S+1 = 1
Net charge = 0
Structure (SMILES) = Cc1cnnoc1=S
Total energy = -737.663840 Eh
F_max = 0.0271 Eh/bohr



Entry from the Open Molecules 2025 dataset: the molecule C23H22N2O4 at a distorted geometry (ωB97M-V with the def2-TZVPD basis set).

Bonds (Å) are listed after each position.
Atoms and positions in Å:
1 O 1.5620 -0.9819 0.5058  C19 1.361, C33 1.337
2 H 3.8971 -1.6839 -0.0973  C5 1.077
3 H -4.2885 -0.0254 -0.7263  C22 1.092
4 H -1.0038 4.3542 -1.0163  C7 1.079
5 C 3.8480 -0.6357 0.1465  H2 1.077, C19 1.393, C23 1.387
6 O -1.6328 2.1408 2.1239  C13 1.206
7 C -1.2703 3.3267 -1.2073  H4 1.079, C12 1.383, C16 1.384
8 H -3.6562 -1.9104 0.1760  C21 1.091
9 C 6.4254 -1.5604 -0.5391  H17 1.094, O18 1.409, H26 1.094, H46 1.089
10 C -2.7864 1.4839 -0.8964  C12 1.389, C22 1.506, C30 1.389
11 H 3.4656 3.0952 1.0513  C39 1.079
12 C -2.4441 2.8134 -0.6865  C7 1.383, C10 1.389, H15 1.080
13 C -1.2575 1.1142 1.6152  O6 1.206, N29 1.433, C40 1.446
14 C -2.2986 -3.5656 0.3647  C21 1.529, H32 1.092, C37 1.523, H51 1.089
15 H -3.0863 3.4423 -0.0885  C12 1.080
16 C -0.4246 2.5163 -1.9453  C7 1.384, C25 1.384, H27 1.080
17 H 6.1726 -2.2199 0.2965  C9 1.094
18 O 6.2091 -0.2072 -0.2102  C9 1.409, C23 1.352
19 C 2.6082 -0.1111 0.5052  O1 1.361, C5 1.393, C36 1.394
20 H -4.8153 1.5733 -0.1842  C22 1.090
21 C -2.8684 -2.2353 0.8572  H8 1.091, C14 1.529, H24 1.095, C49 1.501
22 C -3.9756 0.8776 -0.1984  H3 1.092, C10 1.506, H20 1.090, C31 1.546
23 C 4.9600 0.1924 0.1173  C5 1.387, O18 1.352, C42 1.405
24 H -3.3208 -2.3733 1.8446  C21 1.095
25 C -0.7693 1.1966 -2.1806  C16 1.384, C30 1.384, H38 1.081
26 H 5.8510 -1.8540 -1.4228  C9 1.094
27 H 0.5027 2.9112 -2.3331  C16 1.080
28 H -1.5490 -4.4825 -1.4368  C37 1.087
29 N -2.2145 0.0887 1.3242  C13 1.433, C31 1.453, C49 1.347
30 C -1.9445 0.6845 -1.6597  C10 1.389, C25 1.384, H45 1.082
31 C -3.5919 0.5460 1.2620  C22 1.546, N29 1.453, H35 1.093, H41 1.090
32 H -3.0510 -4.3415 0.5215  C14 1.092
33 C 0.3548 -0.5322 0.8636  O1 1.337, C40 1.378, N47 1.348
34 O 0.9797 2.9694 1.4493  C43 1.214
35 H -3.6224 1.4594 1.8616  C31 1.093
36 C 2.4613 1.2350 0.8355  C19 1.394, C39 1.399, C43 1.476
37 C -1.9216 -3.5153 -1.1100  C14 1.523, H28 1.087, H44 1.086, H50 1.089
38 H -0.1173 0.5588 -2.7606  C25 1.081
39 C 3.5946 2.0549 0.7950  H11 1.079, C36 1.399, C42 1.370
40 C 0.0964 0.7665 1.2459  C13 1.446, C33 1.378, C43 1.468
41 H -4.2657 -0.1914 1.6985  C31 1.090
42 C 4.8195 1.5513 0.4451  C23 1.405, C39 1.370, H48 1.078
43 C 1.1484 1.7904 1.2168  O34 1.214, C36 1.476, C40 1.468
44 H -1.1423 -2.7757 -1.2674  C37 1.086
45 H -2.2016 -0.3510 -1.8384  C30 1.082
46 H 7.4889 -1.6435 -0.7558  C9 1.089
47 N -0.5903 -1.4911 0.8077  C33 1.348, C49 1.297
48 H 5.6980 2.1751 0.4131  C42 1.078
49 C -1.8309 -1.1578 0.9858  C21 1.501, N29 1.347, N47 1.297
50 H -2.7849 -3.2586 -1.7220  C37 1.089
51 H -1.4168 -3.8135 0.9533  C14 1.089

Values from the calculation:
HOMO-LUMO gap = 9.01 eV
ΔE to the lowest compared entry with this formula, charge and spin = 21.03 kcal per mole
2S+1 = 1
Net charge = 0
Structure (SMILES) = CCCc1nc2oc3cc(OC)ccc3c(=O)c2c(=O)n1CCc1ccccc1
Total energy = -1300.165608 Eh
F_max = 0.0205 Eh/bohr



So what do the calculations give for E_LUMO? Going down the list: 0.1250 -0.9883 0.2707 eV.
So what do the calculations give for HOMO level? Going down the list: -9.084 -9.145 -8.744 eV.